(1)
# H14NO5

A cluster of 6 separate species, H14NO5 in total at a distorted geometry (ωB97M-V/def2-TZVPD, the OMol25 dataset).

The geometry in XYZ format:
```
20
Properties=species:S:1:pos:R:3:mulliken_charge:R:1
N 0.4141 0.1894 0.4484 -0.26
H -0.1419 0.9797 0.1543 0.35
H 0.8672 -0.2505 -0.3398 0.34
H -0.2528 -0.4931 0.7793 0.33
H 1.0740 0.5226 1.1366 0.39
O 2.7408 1.2630 1.5405 -0.65
H 2.7956 2.1089 1.9850 0.31
H 3.6508 1.0268 1.3608 0.30
O -1.0448 -1.6549 1.9084 -0.64
H -1.3559 -1.2362 2.7110 0.30
H -1.3654 -2.5549 1.9675 0.30
O -0.7589 2.6457 -0.1151 -0.68
H -1.5743 3.0698 0.1521 0.31
H -0.5723 3.0083 -0.9811 0.31
O 0.7215 -1.1041 -2.0429 -0.68
H 0.9469 -1.9565 -2.4153 0.32
H 0.2441 -0.6558 -2.7410 0.31
O -2.4319 -1.6377 -1.5888 -0.61
H -1.5156 -1.4422 -1.3929 0.33
H -2.4414 -1.8281 -2.5268 0.32
```

## Properties
**Kohn-Sham gap**: 0.4264 Ha
**ΔE to the lowest compared entry with this formula, charge and spin**: 68.1 kJ/mol
**Charge**: +1
**E_HOMO**: -14.51 eV
**E_tot**: -11949.7164 eV
**2S+1**: 1

(2)
# C3H7O2

The ion C3H7O2 with charge -1 at a distorted geometry (ωB97M-V/def2-TZVPD, the OMol25 dataset).

The geometry in XYZ format:
```
12
Properties=species:S:1:pos:R:3:mulliken_charge:R:1
C -0.4061 -0.1543 -0.1741 -0.35
C 0.7315 0.6882 -0.6863 -0.17
O 0.1597 2.0443 -0.9921 -0.56
C -0.1616 -1.1800 0.9948 -0.57
O -1.1693 -2.0668 1.2576 -0.88
H -1.0452 -0.6202 -1.0606 0.21
H -1.3021 0.4776 0.2880 0.13
H 1.5806 0.7595 -0.0740 0.28
H 1.0586 0.2953 -1.6439 0.22
H -0.5504 2.1582 -0.3378 0.35
H 0.7049 -1.7756 0.6155 0.18
H 0.3994 -0.6260 1.8128 0.17
```

## Properties
**SMILES**: [O-]CCCO
**Kohn-Sham gap**: 0.2288 Ha
**ΔE to the lowest compared entry with this formula, charge and spin**: 292.0 kJ/mol
**Charge**: -1
**E_HOMO**: -2.20 eV
**E_tot**: -7317.9249 eV
**2S+1**: 1

(3)
# CH3NS

A cluster of 2 separate species, CH3NS in total at a distorted geometry (ωB97M-V/def2-TZVPD, the OMol25 dataset).

The geometry in XYZ format:
```
6
Properties=species:S:1:pos:R:3:mulliken_charge:R:1
C -0.9662 0.6144 -0.0116 0.00
N 1.0140 -0.9758 -0.0723 -0.58
S -2.3173 -0.1318 0.0633 -0.13
H -0.5699 1.5945 -0.1459 0.34
H 1.2914 -0.7150 0.8727 0.19
H 1.5480 -0.3864 -0.7061 0.19
```

## Properties
**Kohn-Sham gap**: 0.2643 Ha
**ΔE to the lowest compared entry with this formula, charge and spin**: 442.5 kJ/mol
**Charge**: 0
**E_HOMO**: -8.10 eV
**E_tot**: -13406.2670 eV
**2S+1**: 1

(4)
# C16H19BF4N5PtS5

A structure of composition C16H19BF4N5PtS5 (ωB97M-V/def2-TZVPD, the OMol25 dataset).

The geometry in XYZ format:
```
51
Properties=species:S:1:pos:R:3:mulliken_spin:R:1
Pt 0.1165 -0.0567 -0.1137 1.25
S 1.6339 -0.1040 1.8926 0.72
S 3.4124 -0.7996 1.4628 0.39
S 3.4448 -1.5867 -0.5746 0.41
S 1.9930 -0.7653 -1.5962 0.71
F -2.6073 -0.6787 2.8022 0.00
B -2.0764 0.5306 2.4349 0.05
F -1.9705 0.5498 0.9350 0.07
F -0.7403 0.6696 2.8847 0.00
F -2.8364 1.6110 2.7876 0.00
C -2.8857 0.8501 -4.1457 0.00
C -1.7399 0.0831 -4.2943 0.01
C -0.9347 -0.1366 -3.1918 0.01
N -1.2136 0.3710 -1.9874 0.12
C -2.3101 1.1234 -1.8450 -0.02
C -3.1726 1.3803 -2.8971 0.01
H -3.5452 1.0274 -4.9844 0.00
H -1.4707 -0.3468 -5.2487 0.00
H -0.0511 -0.7535 -3.2764 0.00
H -2.5034 1.5221 -0.8565 0.01
H -4.0511 1.9875 -2.7304 0.00
C -4.3976 -3.1210 0.2510 0.00
C -2.9239 -2.9933 0.3793 0.00
C -2.0116 -3.6972 1.1370 0.00
C -0.7799 -3.0663 0.9455 -0.01
N -0.9161 -2.0521 0.0820 0.15
N -2.2278 -2.0372 -0.2477 -0.01
C 0.5267 -3.4763 1.5283 0.03
H -4.7104 -4.1400 0.4624 0.00
H -4.7395 -2.8398 -0.7452 0.00
H -4.8748 -2.4586 0.9767 0.00
H -2.2135 -4.5418 1.7725 0.00
H -2.5984 -1.3149 -0.8375 0.00
H 0.3792 -4.3156 2.2027 0.00
H 0.9642 -2.6633 2.1028 0.00
H 1.2239 -3.7733 0.7429 -0.01
N 0.8153 7.0814 -1.3973 0.00
C 0.0877 6.4613 -0.4597 0.00
S -0.9190 7.3195 0.5304 0.00
C 0.2159 4.9792 -0.3567 0.00
C -0.3947 4.2915 0.6883 0.01
C -0.2656 2.9184 0.7780 -0.02
N 0.4195 2.2042 -0.1228 0.14
C 1.0177 2.8508 -1.1239 -0.02
C 0.9472 4.2209 -1.2742 0.02
H 0.7242 8.0788 -1.4872 0.00
H 1.4377 6.5997 -2.0214 0.00
H -0.9681 4.8309 1.4272 0.00
H -0.7135 2.3853 1.6031 0.00
H 1.5835 2.2473 -1.8229 -0.01
H 1.4589 4.6636 -2.1168 0.00
```

## Properties
**Kohn-Sham gap (alpha / beta)**: 0.2624 / 0.1670 Ha
**ΔE to the lowest compared entry with this formula, charge and spin**: 136.5 kJ/mol
**Charge**: +1
**E_HOMO (alpha / beta)**: -10.96 / -10.96 eV
**E_tot**: -93319.8924 eV
**2S+1**: 5
**<S²>**: 6.02